(1)
113
Properties=species:S:1:pos:R:3:lowdin_charge:R:1 method="wB97M-V/def2-TZVPD" relative_energy_kj_mol=46.4 max_force_ha_per_bohr=0.009 orbital_gap_ha=0.2556 e_homo_ha=-0.257
Ba 0.1657 -0.6856 -0.2126 2.00
C -1.4876 2.5970 -1.4564 -0.06
C -0.9753 2.3842 -0.0511 -0.25
C 0.3749 2.5725 0.2532 -0.24
C 1.3159 3.1106 -0.8035 -0.02
C 0.8375 2.2833 1.5417 -0.21
C 2.2710 2.5076 1.9499 -0.05
C -0.0572 1.8114 2.5115 -0.19
C 0.4858 1.4430 3.8702 -0.03
C -1.4302 1.7160 2.2344 -0.18
C -2.3637 1.3343 3.3602 -0.05
C -1.8924 2.0209 0.9489 -0.20
C -3.3534 2.0368 0.5682 -0.04
H -1.9425 3.5857 -1.5750 0.10
H -2.2487 1.8584 -1.7066 0.07
H -0.7010 2.4966 -2.1998 0.06
H 2.0958 3.7251 -0.3605 0.08
H 0.7905 3.7355 -1.5214 0.08
H 1.8140 2.3132 -1.3663 0.08
H 2.3446 3.3721 2.6172 0.10
H 2.9199 2.6786 1.1003 0.05
H 2.6651 1.6436 2.4806 0.08
H -0.2950 1.3130 4.6121 0.06
H 1.1703 2.2050 4.2429 0.08
H 1.0480 0.5059 3.8141 0.10
H -2.2923 2.0563 4.1761 0.09
H -2.1112 0.3546 3.7693 0.09
H -3.4013 1.2899 3.0528 0.05
H -4.0188 1.9575 1.4209 0.07
H -3.5955 1.2191 -0.1148 0.08
H -3.5918 2.9693 0.0538 0.09
C 2.2766 -1.6686 -3.2917 -0.04
C 2.2920 -0.1438 -3.1519 -0.39
C 3.7281 0.3720 -3.1474 -0.06
C 1.3965 0.5172 -4.1790 -0.14
C 1.9385 1.1096 -5.3098 -0.04
C 1.1281 1.7025 -6.2666 -0.07
C -0.2369 1.7363 -6.0696 -0.04
C -0.8291 1.1621 -4.9450 -0.14
C -2.3291 1.3421 -4.7628 -0.38
C -2.7094 2.8260 -4.7706 -0.06
C -3.1297 0.5934 -5.8302 -0.06
C -0.0032 0.5029 -4.0160 -0.18
N -0.5547 -0.1333 -2.8736 -0.05
C -1.4912 -1.0021 -3.1008 -0.15
C -2.3353 -1.6529 -2.1680 -0.36
C -3.3551 -2.5348 -2.5571 -0.05
C -3.9932 -2.9361 -1.3957 -0.04
C -3.3362 -2.2780 -0.3407 -0.29
N -2.3534 -1.4794 -0.7935 -0.05
C -3.6230 -2.4397 1.1385 -0.55
C -2.3705 -2.9088 1.8863 -0.04
C -4.0687 -1.1030 1.7248 -0.05
C -4.7280 -3.4749 1.3550 -0.07
H 2.8464 -2.1460 -2.4927 0.07
H 2.7124 -1.9493 -4.2534 0.09
H 1.2624 -2.0685 -3.2578 0.07
H 1.8888 0.1213 -2.1706 0.05
H 4.2757 0.0427 -4.0327 0.08
H 4.2519 -0.0192 -2.2731 0.07
H 3.7676 1.4622 -3.1075 0.09
H 3.0110 1.1108 -5.4500 0.10
H 1.5645 2.1516 -7.1494 0.10
H -0.8655 2.2322 -6.7997 0.11
H -2.6135 0.9436 -3.7892 0.11
H -2.5389 3.2755 -5.7505 0.07
H -2.1282 3.3885 -4.0396 0.07
H -3.7683 2.9454 -4.5326 0.08
H -2.8977 0.9748 -6.8270 0.08
H -4.2011 0.7199 -5.6634 0.08
H -2.9107 -0.4748 -5.8271 0.07
H -1.7075 -1.3272 -4.1240 0.13
H -3.5772 -2.8325 -3.5718 0.10
H -4.8206 -3.6212 -1.3157 0.09
H -1.5707 -2.1631 1.9022 0.05
H -1.9606 -3.8177 1.4425 0.10
H -2.6191 -3.1206 2.9296 0.09
H -3.2817 -0.3649 1.5887 0.04
H -4.2723 -1.1990 2.7952 0.09
H -4.9707 -0.7358 1.2302 0.10
H -4.4348 -4.4550 0.9754 0.09
H -5.6517 -3.1774 0.8558 0.08
H -4.9382 -3.5736 2.4220 0.08
C 6.5005 -4.8528 2.0143 -0.05
C 6.9510 -3.6872 1.1430 -0.31
C 8.2226 -3.0730 1.7076 -0.15
C 8.6938 -1.9269 0.8326 -0.13
C 7.5978 -0.9108 0.6821 -0.13
C 7.8906 0.4112 0.4479 0.05
C 6.8674 1.3428 0.2880 -0.26
F 7.2083 2.6254 0.0555 0.07
C 5.5565 0.9858 0.3593 0.07
C 5.2307 -0.3557 0.6113 -0.04
C 3.8197 -0.7315 0.6637 -0.32
O 2.9083 0.0860 0.4408 -0.08
C 3.5719 -2.1187 0.9058 -0.04
C 4.5957 -2.9905 1.0368 0.04
N 5.9087 -2.6397 1.0204 0.02
C 6.2448 -1.3121 0.7792 -0.07
C 2.1111 -2.4940 0.8687 -0.78
O 1.6832 -2.9575 -0.2180 -0.13
O 1.4063 -2.0998 1.8239 -0.12
H 7.3636 -5.4880 2.2111 0.09
H 5.7461 -5.4788 1.5424 0.08
H 6.1139 -4.4960 2.9701 0.10
H 7.1652 -4.0575 0.1336 0.16
H 8.9832 -3.8518 1.7658 0.12
H 8.0292 -2.7227 2.7259 0.14
H 8.9700 -2.3152 -0.1532 0.13
H 9.5843 -1.4531 1.2464 0.12
H 8.9202 0.7394 0.3804 0.13
H 4.7601 1.7021 0.2208 0.12
H 4.3891 -4.0417 1.1601 0.14

***

(2)
14
Properties=species:S:1:pos:R:3:lowdin_spin:R:1 method="wB97M-V/def2-TZVPD" relative_energy_kj_mol=0.0 max_force_ha_per_bohr=0.074 multiplicity=3 orbital_gap_ha="0.3213 / 0.2142" e_homo_ha="-0.353 / -0.353"
C 0.0796 -1.6226 -0.2080 -0.01
C -1.0154 -0.8884 0.2709 0.40
O -0.7170 0.2998 0.8866 0.17
C -1.6864 1.2807 1.2784 0.01
O -2.8440 0.9746 1.3874 0.01
O -1.0388 2.3544 1.4595 0.04
H 0.9072 -1.6820 0.5088 0.01
H -2.0370 -0.9865 -0.0945 0.02
H -0.1962 -2.5381 -0.7346 0.00
O 1.2121 -0.7316 -1.5392 0.37
O 2.6950 0.5789 -2.3568 0.15
O 1.9562 0.9895 -0.2955 0.16
C 1.9839 0.3132 -1.3734 0.02
Cu 0.7009 1.6580 0.8104 0.66

***

(3)
159
Properties=species:S:1:pos:R:3:lowdin_charge:R:1 method="wB97M-V/def2-TZVPD" max_force_ha_per_bohr=0.138 smiles="CCCCN(CCCC[Si@H](C[C@H](C)Cl)C(F)(F)F)C(=S)SCCC.CCOP(=O)(OCC)OCC.CCOP(=O)(OCC)OCC.CCOP(=O)(OCC)OCC.CCOP(=O)(OCC)OCC" orbital_gap_ha=0.3039 e_homo_ha=-0.308
C -3.1712 1.2992 -0.4175 -0.10
C -4.1819 0.1889 -0.0583 -0.24
C -5.3060 0.0645 -1.1037 -0.19
C -6.4873 0.9473 -0.6762 -0.23
N -7.7456 0.6347 -1.3818 -0.18
C -7.9476 1.3932 -2.6434 -0.18
C -6.9756 1.0665 -3.7820 -0.15
C -6.0753 2.2337 -4.2554 -0.23
C -5.4580 3.1033 -3.1546 -0.28
Si -4.6862 4.6796 -3.8275 0.80
C -6.0572 5.9474 -4.0833 -0.32
C -6.2849 6.8329 -2.8663 -0.78
C -6.7903 6.0771 -1.6402 -0.14
Cl -7.5551 8.0571 -3.3131 0.57
C -3.7679 4.3221 -5.4901 -0.67
F -2.8373 5.2674 -5.7401 0.08
F -3.1593 3.1289 -5.5359 0.10
F -4.6458 4.3695 -6.5178 0.07
C -8.8752 0.9445 -0.6017 -1.11
S -8.9759 2.1573 0.4780 0.71
S -10.2747 -0.1177 -0.9010 0.89
C -11.5681 1.0647 -1.3720 -0.49
C -11.7598 1.1721 -2.9012 -0.30
C -11.3092 2.5245 -3.4934 -0.11
H -3.5197 2.2357 0.0232 0.07
H -2.2331 1.0477 0.0770 0.07
H -3.0652 1.4004 -1.4959 0.06
H -3.6780 -0.7650 0.1001 0.10
H -4.5859 0.4771 0.9166 0.10
H -5.6634 -0.9623 -1.1918 0.12
H -4.9112 0.3835 -2.0686 0.08
H -6.6619 0.7017 0.3715 0.09
H -6.2289 2.0095 -0.6934 0.10
H -8.0082 2.4683 -2.4267 0.11
H -8.9477 1.1190 -2.9840 0.08
H -6.3880 0.1744 -3.5783 0.10
H -7.5860 0.8028 -4.6501 0.11
H -6.6182 2.8240 -4.9992 0.11
H -5.2425 1.7736 -4.7941 0.10
H -6.1830 3.4536 -2.4183 0.04
H -4.6868 2.5640 -2.6006 0.05
H -3.7789 5.1837 -2.7711 0.03
H -7.0062 5.4819 -4.3571 0.09
H -5.7623 6.5990 -4.9119 0.08
H -5.4080 7.4170 -2.5941 0.09
H -5.9560 5.5057 -1.2241 0.07
H -7.2499 6.7334 -0.9091 0.07
H -7.5238 5.3400 -1.9789 0.07
H -11.2932 2.0496 -0.9967 0.03
H -12.4990 0.7978 -0.8749 0.07
H -11.2254 0.3605 -3.3957 0.08
H -12.8154 1.0374 -3.1427 0.10
H -10.5944 2.3986 -4.3096 0.06
H -10.8111 3.1564 -2.7555 0.06
H -12.1507 3.0776 -3.9085 0.07
O -7.5035 2.8489 -11.1784 -0.22
P -6.0698 2.6877 -11.4564 0.45
O -5.6204 3.7704 -12.5636 -0.19
C -6.2007 5.0755 -12.5891 -0.27
C -5.6522 5.9873 -11.5111 -0.07
O -5.9358 1.3240 -12.3162 -0.19
C -7.0562 0.4637 -12.5203 -0.29
C -7.7841 0.7971 -13.8079 -0.07
O -4.7333 2.4221 -10.6661 -0.16
C -3.5808 3.2657 -10.5695 -0.25
C -3.5738 4.0730 -9.2860 -0.07
H -7.2878 5.0133 -12.5160 0.11
H -5.9680 5.4870 -13.5716 0.12
H -5.8597 5.5855 -10.5176 0.06
H -6.1092 6.9747 -11.5820 0.08
H -4.5720 6.1060 -11.6096 0.08
H -7.7318 0.5050 -11.6671 0.10
H -6.6614 -0.5523 -12.5681 0.11
H -7.9519 1.8698 -13.9007 0.07
H -8.7475 0.2871 -13.8493 0.08
H -7.1942 0.4867 -14.6718 0.07
H -3.4617 3.8946 -11.4495 0.11
H -2.7291 2.5850 -10.5684 0.12
H -4.5291 4.5683 -9.1217 0.06
H -2.7842 4.8247 -9.3128 0.09
H -3.3995 3.4230 -8.4313 0.06
O 0.1990 -1.2835 0.1292 -0.24
P 0.6932 -2.6650 0.3796 0.53
O 2.0725 -2.3928 1.2206 -0.22
C 2.1240 -1.4304 2.2695 -0.28
C 1.4760 -1.9279 3.5466 -0.07
O 1.3573 -3.0044 -1.0718 -0.21
C 1.0536 -2.2333 -2.2333 -0.29
C 2.0554 -1.1117 -2.4279 -0.07
O 0.5286 -4.2150 0.6754 -0.17
C 1.0790 -4.9824 1.7490 -0.25
C 0.0821 -5.1939 2.8726 -0.07
H 1.6723 -0.4854 1.9624 0.11
H 3.1820 -1.2351 2.4520 0.11
H 0.4169 -2.1479 3.3875 0.07
H 1.5550 -1.1750 4.3312 0.08
H 1.9605 -2.8385 3.9029 0.08
H 0.0368 -1.8459 -2.1841 0.10
H 1.0942 -2.9195 -3.0809 0.11
H 2.2307 -0.5719 -1.4980 0.07
H 1.7024 -0.4062 -3.1816 0.08
H 3.0165 -1.5114 -2.7553 0.07
H 2.0143 -4.5619 2.1085 0.11
H 1.3274 -5.9468 1.3044 0.13
H -0.3871 -4.2547 3.1652 0.06
H 0.5744 -5.6299 3.7419 0.08
H -0.7151 -5.8671 2.5564 0.08
O 6.1458 -0.7585 4.4503 -0.23
P 7.5698 -1.1231 4.4325 0.45
O 8.3817 -0.0407 3.5565 -0.19
C 8.0091 1.3383 3.5630 -0.27
C 8.4493 2.0640 4.8174 -0.07
O 7.6829 -2.4169 3.4678 -0.19
C 6.5127 -3.0610 2.9654 -0.28
C 6.1117 -2.5103 1.6120 -0.07
O 8.6662 -1.6615 5.4271 -0.16
C 9.8809 -1.0215 5.8347 -0.24
C 9.7371 -0.3411 7.1813 -0.08
H 6.9324 1.4451 3.4212 0.11
H 8.4930 1.7825 2.6929 0.12
H 7.9892 1.6246 5.7043 0.06
H 8.1603 3.1141 4.7677 0.08
H 9.5325 2.0158 4.9392 0.08
H 5.6942 -2.9757 3.6796 0.10
H 6.7523 -4.1221 2.8796 0.12
H 6.1241 -1.4204 1.5964 0.08
H 5.1093 -2.8502 1.3428 0.07
H 6.8061 -2.8448 0.8395 0.08
H 10.2602 -0.3492 5.0678 0.11
H 10.6115 -1.8283 5.9183 0.12
H 8.8452 0.2866 7.2084 0.07
H 10.6119 0.2761 7.3944 0.10
H 9.6476 -1.0899 7.9803 0.01
O 10.8134 -3.6624 12.4444 -0.22
P 10.5600 -4.9252 11.7379 0.45
O 11.9460 -5.4780 11.1280 -0.19
C 13.1784 -5.2998 11.8290 -0.27
C 13.3395 -6.2550 12.9931 -0.07
O 9.7873 -4.5205 10.3743 -0.19
C 9.3480 -3.1834 10.1447 -0.26
C 10.3880 -2.3750 9.3894 -0.08
O 9.7135 -6.2407 11.9263 -0.16
C 10.1868 -7.5855 12.0497 -0.25
C 10.2488 -8.0374 13.4961 -0.07
H 13.2806 -4.2678 12.1685 0.11
H 13.9668 -5.4767 11.0970 0.12
H 12.5496 -6.1063 13.7317 0.06
H 14.2997 -6.0950 13.4839 0.08
H 13.2992 -7.2926 12.6578 0.08
H 9.0866 -2.6973 11.0834 0.11
H 8.4323 -3.2548 9.5548 0.12
H 11.3817 -2.5114 9.8199 0.09
H 10.1434 -1.3262 9.4495 0.06
H 10.4433 -2.7050 8.3534 0.08
H 11.1348 -7.7295 11.5356 0.11
H 9.4557 -8.1933 11.5165 0.12
H 10.7600 -7.3036 14.1183 0.06
H 10.7683 -8.9924 13.5749 0.08
H 9.2446 -8.1588 13.9025 0.08

***

(4)
84
Properties=species:S:1:pos:R:3:lowdin_spin:R:1 method="wB97M-V/def2-TZVPD" max_force_ha_per_bohr=0.042 total_charge=-2 multiplicity=2 orbital_gap_ha="0.1727 / 0.1637" e_homo_ha="-0.034 / -0.025"
Mn -0.4920 -1.1791 0.1249 1.01
N -5.9584 -1.0353 1.6228 0.00
C -4.9092 -1.1115 0.5359 0.00
C -5.5668 -1.0449 -0.8316 0.00
P -3.7300 0.2727 0.9253 0.00
O -4.1349 1.4251 -0.1689 0.00
O -4.1813 0.7442 2.2722 0.00
O -2.3170 -0.0941 0.6386 0.01
P -4.2387 -2.8711 0.7735 0.00
O -3.1438 -2.7246 1.9311 0.00
O -5.4581 -3.4968 1.4196 0.00
O -3.6848 -3.3411 -0.5127 0.00
H -6.7877 -0.5369 1.3152 0.00
H -5.5035 -0.4961 2.3856 0.00
H -6.1211 -2.0717 1.8299 0.00
H -6.1367 -0.1186 -0.9568 0.00
H -6.2165 -1.9095 -0.9883 0.00
H -4.7927 -1.0775 -1.5960 0.00
H -3.3864 1.5153 -0.7718 0.00
H -2.2647 -2.4850 1.5674 0.00
O -0.2035 0.8027 -0.9897 0.01
S 0.3562 1.5981 -2.1073 0.00
C -0.4990 3.1771 -1.9474 0.00
C -0.4097 4.1413 -2.9410 0.00
C -1.0646 5.3503 -2.7686 0.00
C -1.8065 5.5802 -1.6146 0.00
C -1.9047 4.5987 -0.6378 0.00
C -1.2482 3.3862 -0.7996 0.00
C 1.9728 2.1868 -1.5949 0.00
C 2.1422 2.7862 -0.3544 0.00
C 3.3916 3.2617 -0.0025 0.00
C 4.4560 3.1496 -0.8918 0.00
C 4.2763 2.5480 -2.1264 0.00
C 3.0265 2.0579 -2.4818 0.00
H 0.1681 3.9446 -3.8370 0.00
H -1.0055 6.1118 -3.5366 0.00
H -2.3191 6.5254 -1.4837 0.00
H -2.5003 4.7651 0.2506 0.00
H -1.3250 2.5855 -0.0704 0.00
H 1.3060 2.8511 0.3297 0.00
H 3.5394 3.7135 0.9705 0.00
H 5.4354 3.5148 -0.6074 0.00
H 5.1123 2.4344 -2.8045 0.00
H 2.8748 1.5548 -3.4286 0.00
C 4.6929 -0.2782 1.5466 0.00
C 3.9989 -0.6144 0.2639 0.00
C 4.5324 -0.7953 -1.0157 0.00
C 3.4167 -1.0927 -1.8053 0.00
N 2.3109 -1.0754 -1.0581 0.01
N 2.6736 -0.7941 0.2129 0.00
C 3.3441 -1.4099 -3.2684 0.00
H 5.7755 -0.3613 1.4260 0.00
H 4.3807 -0.9515 2.3470 0.00
H 4.4670 0.7437 1.8696 0.00
H 5.5699 -0.7315 -1.3164 0.00
H 1.4710 -0.8065 1.1711 0.00
H 4.2483 -1.0780 -3.7868 0.00
H 2.4788 -0.9229 -3.7267 0.00
H 3.2316 -2.4837 -3.4426 0.00
Cl -1.1557 -2.0098 -2.1325 0.00
C -0.2690 -3.3728 -1.4415 0.00
C 0.1267 -3.1340 -0.1327 0.00
C 0.8605 -4.1692 0.4272 0.00
Cl 1.4392 -4.0039 2.0673 0.00
C 1.1747 -5.3378 -0.2686 0.00
Cl 2.1019 -6.6034 0.4791 0.00
C 0.7539 -5.5052 -1.5864 0.00
Cl 1.1495 -6.9414 -2.4727 0.00
C 0.0120 -4.4924 -2.1937 0.00
Cl -0.5056 -4.6351 -3.8409 0.00
C 0.0758 1.4455 2.6714 0.00
C 0.2560 -0.0759 2.8592 0.00
C -0.9695 -0.6039 3.6138 0.00
C 1.4893 -0.2957 3.7511 0.00
N 0.4392 -0.7588 1.6063 -0.05
H -0.0810 1.9661 3.6242 0.00
H -0.7888 1.6212 2.0283 0.00
H 0.9691 1.8577 2.1936 0.00
H -1.0520 -0.1467 4.6068 0.00
H -0.8819 -1.6870 3.7280 0.00
H -1.8819 -0.3902 3.0616 0.00
H 1.3545 0.1472 4.7445 0.00
H 2.3723 0.1553 3.2910 0.00
H 1.6714 -1.3674 3.8579 0.00

***

(5)
51
Properties=species:S:1:pos:R:3:lowdin_charge:R:1 method="wB97M-V/def2-TZVPD" relative_energy_kj_mol=32.9 max_force_ha_per_bohr=0.011 smiles="O=C(NC1CCN(CCc2c[nH]c3ccccc23)CC1)c1ccccc1" orbital_gap_ha=0.3155 e_homo_ha=-0.294
O 0.7267 -0.3711 -5.4209 0.06
C 1.0631 -0.6236 -4.2775 -0.45
N 0.2708 -0.4011 -3.2099 0.10
H 0.5638 -0.6241 -2.2704 0.12
C -1.0302 0.2214 -3.2940 -0.30
C -2.0596 -0.6167 -2.5255 -0.11
C -2.0114 -0.2757 -1.0262 -0.18
N -0.6936 0.2383 -0.7005 -0.21
C -0.5164 1.5780 -1.2358 -0.18
C -0.9858 1.6322 -2.6986 -0.11
H -1.9872 2.0597 -2.7623 0.12
H -0.3144 2.2606 -3.2835 0.12
H 0.5488 1.8199 -1.1686 0.12
H -1.0669 2.3351 -0.6530 0.11
C -0.2881 0.0831 0.6810 -0.20
H -0.2805 -0.9906 0.8965 0.13
C -1.1558 0.7899 1.7318 -0.13
C -0.7141 0.5071 3.1311 -0.18
C 0.4094 -0.1310 3.5656 -0.05
N 0.4298 -0.1748 4.9365 0.08
C -0.6885 0.4392 5.4174 -0.22
C -1.1179 0.6475 6.7219 -0.03
C -2.3122 1.3107 6.9018 -0.10
C -3.0657 1.7584 5.8129 -0.10
C -2.6451 1.5551 4.5183 -0.03
C -1.4402 0.8862 4.3046 -0.13
H -3.2333 1.9055 3.6830 0.11
H -3.9964 2.2743 5.9993 0.10
H -2.6767 1.4897 7.9026 0.10
H -0.5348 0.3009 7.5628 0.11
H 1.1535 -0.5945 5.4937 0.15
H 1.2122 -0.5680 3.0039 0.12
H -2.1951 0.4665 1.6217 0.12
H -1.1303 1.8715 1.5648 0.12
H 0.7392 0.4520 0.7599 0.12
H -2.1963 -1.1723 -0.4317 0.12
H -2.7994 0.4564 -0.7849 0.12
H -3.0586 -0.4242 -2.9168 0.11
H -1.8347 -1.6720 -2.6839 0.12
H -1.2815 0.2674 -4.3583 0.14
C 2.3884 -1.2374 -3.9544 -0.13
C 3.0611 -0.9954 -2.7608 -0.04
C 4.2955 -1.5763 -2.5304 -0.08
C 4.8669 -2.4043 -3.4826 -0.09
C 4.2076 -2.6397 -4.6778 -0.08
C 2.9787 -2.0528 -4.9147 -0.02
H 2.4543 -2.2125 -5.8448 0.12
H 4.6549 -3.2774 -5.4259 0.10
H 5.8291 -2.8582 -3.2955 0.10
H 4.8170 -1.3797 -1.6046 0.10
H 2.6400 -0.3333 -2.0173 0.11

***

(6)
39
Properties=species:S:1:pos:R:3:lowdin_charge:R:1 method="wB97M-V/def2-TZVPD" max_force_ha_per_bohr=0.064 smiles="CC1(C)OB(c2ccc(NS(N)(=O)=O)cc2)OC1(C)C" orbital_gap_ha=0.3341 e_homo_ha=-0.312
O -3.0650 -5.6899 2.0736 -0.30
O -1.8928 -5.1197 -0.0433 -0.32
O 0.6513 1.2492 -1.5860 0.10
O 0.4454 1.7855 0.7418 0.12
B 0.0312 0.9862 -0.3262 -0.55
C -0.9451 -1.2603 -0.8119 -0.02
C -1.7629 0.0928 1.0618 -0.05
C -1.6323 -2.3077 -0.2412 -0.03
C -2.3111 -0.9867 1.6481 -0.04
C -1.1679 -0.0145 -0.2174 -0.07
C -2.3244 -2.2087 0.9811 -0.27
N -4.2495 -4.6897 -0.1603 -0.03
N -2.7629 -3.3485 1.6547 -0.07
C 2.9056 1.9798 -2.2082 0.00
C 1.0404 3.5925 -1.6251 0.00
C 2.5325 3.3352 0.9753 -0.01
C 2.7428 0.9550 0.7577 -0.02
C 1.7123 2.1937 -1.2900 -0.42
C 1.8288 2.1048 0.3267 -0.40
S -2.9502 -4.8435 0.9037 0.63
H -0.2515 -1.3445 -1.6596 0.13
H -1.8397 1.0745 1.5770 0.13
H -1.6855 -3.2917 -0.7549 0.09
H -2.7619 -0.9163 2.6397 0.12
H -3.8281 -4.9827 -1.0149 0.05
H -5.0482 -5.1945 0.1537 0.06
H -2.7933 -3.4231 2.6794 0.14
H 3.8425 2.3653 -1.8237 0.09
H 3.0420 0.9508 -2.2439 0.06
H 2.5896 2.3146 -3.1901 0.09
H 0.7527 3.6683 -2.6395 0.07
H 0.1910 3.7115 -0.9426 0.09
H 1.7718 4.4300 -1.4108 0.10
H 2.8878 3.1385 1.9657 0.07
H 1.9808 4.2711 1.0429 0.09
H 3.4425 3.5468 0.4848 0.07
H 3.7151 1.1299 0.2895 0.09
H 2.3459 0.0066 0.3532 0.09
H 2.8204 0.7392 1.8791 0.12